No. 1
Formula: C10H9NO2
Source: the OMol25 dataset
Level of theory: ωB97M-V with the def2-TZVPD basis set

Geometry as XYZ:
```
22
Properties=species:S:1:pos:R:3
O -3.811 -1.076 0.876
C -2.698 -1.273 0.542
C -1.461 -1.311 0.183
C -0.536 -0.417 0.856
C -0.867 0.923 1.029
C 0.085 1.893 1.418
C 1.379 1.457 1.844
C 1.615 0.076 1.681
C 0.727 -0.879 1.175
H -1.149 -2.236 -0.434
H -1.953 1.231 1.011
H -0.232 2.952 1.259
H 2.134 2.097 2.154
H 2.405 -0.522 2.071
H 1.135 -1.794 0.805
C 1.379 -0.034 -2.451
N 0.081 0.056 -1.889
C -1.029 -0.414 -1.947
O -2.108 -0.628 -2.391
H 1.656 0.973 -2.738
H 2.086 -0.444 -1.817
H 1.159 -0.633 -3.238
```

## Properties
LUMO level ... 0.490 eV
Relative energy (zero: lowest compared OMol25 entry of this formula, charge and spin) ... 3.523 eV
Molar mass ... 175.2 g/mol
Kohn-Sham gap ... 8.86 eV
Total energy ... -16097.6861 eV
Total charge ... 0
Structure (SMILES) ... O=C=Cc1ccccc1.CN=C=O

Mulliken population analysis, charges in e, atoms 1 to 2: -0.427 0.567

=====

No. 2
Formula: C10H9NO2
Source: the OMol25 dataset
Level of theory: ωB97M-V with the def2-TZVPD basis set

Geometry as XYZ:
```
22
Properties=species:S:1:pos:R:3
C -2.263 -1.870 1.703
C -1.283 -1.209 0.741
C -0.375 -0.136 1.425
N -0.471 -0.142 2.736
O -0.328 0.863 3.427
C 0.335 0.679 0.446
C 0.934 1.844 0.978
C 1.594 2.687 0.086
C 1.824 2.264 -1.230
C 1.185 1.123 -1.682
C 0.378 0.332 -0.852
C -0.357 -0.837 -1.455
O -1.313 -1.474 -0.535
H -2.712 -2.772 1.250
H -3.209 -1.239 1.898
H -1.673 -2.163 2.557
H 0.797 2.178 1.956
H 1.946 3.630 0.367
H 2.465 2.727 -1.936
H 1.497 0.786 -2.743
H -0.927 -0.457 -2.409
H 0.404 -1.580 -1.713
```

## Properties
LUMO level (alpha / beta) ... -0.102 / -0.102 eV
Relative energy (zero: lowest compared OMol25 entry of this formula, charge and spin) ... 4.615 eV
Molar mass ... 175.2 g/mol
Kohn-Sham gap (alpha / beta) ... 7.57 / 7.57 eV
Total energy ... -16096.5947 eV
Total charge ... 0
Structure (SMILES) ... CC1=C(N=O)c2ccccc2CO1

Mulliken population analysis, charges in e, atoms 1 to 2: -1.152 0.661

=====

No. 3
Formula: C10H9NO2
Source: the OMol25 dataset
Level of theory: ωB97M-V with the def2-TZVPD basis set

Geometry as XYZ:
```
22
Properties=species:S:1:pos:R:3
C -1.073 -2.003 0.558
C -1.090 -0.489 0.446
O -2.390 -0.082 0.146
C -0.048 0.094 -0.468
C 0.128 -0.121 -1.822
C 1.116 0.585 -2.489
C 1.923 1.485 -1.808
C 1.762 1.703 -0.450
C 0.764 1.003 0.207
O 0.479 1.156 1.528
C -0.562 0.270 1.903
C -0.099 -0.702 2.857
N 0.287 -1.477 3.605
H -1.573 -2.330 1.465
H -0.052 -2.373 0.558
H -1.609 -2.414 -0.294
H -2.398 0.843 -0.126
H -0.495 -0.831 -2.343
H 1.256 0.435 -3.549
H 2.693 2.021 -2.341
H 2.384 2.395 0.094
H -1.404 0.835 2.321
```

## Properties
LUMO level ... 0.610 eV
Relative energy (zero: lowest compared OMol25 entry of this formula, charge and spin) ... 0.923 eV
Molar mass ... 175.2 g/mol
Kohn-Sham gap ... 9.68 eV
Total energy ... -16100.2864 eV
Total charge ... 0
Structure (SMILES) ... C[C@]1(O)c2ccccc2O[C@@H]1C#N

Mulliken population analysis, charges in e, atoms 1 to 2: -1.892 1.371

=====

No. 4
Formula: C11H10AlClNS
Source: the OMol25 dataset
Level of theory: ωB97M-V with the def2-TZVPD basis set

Geometry as XYZ:
```
25
Properties=species:S:1:pos:R:3
C 0.753 -1.404 0.263
C 0.863 -1.269 -1.223
C -0.444 -1.739 -1.728
H 1.852 -1.207 -1.761
C -1.252 -2.085 -0.657
C -0.535 -1.899 0.565
H -0.934 -2.114 1.567
H 1.576 -1.051 0.950
H -0.711 -1.823 -2.783
H -2.271 -2.413 -0.692
Al 0.531 0.737 -1.635
Cl 2.274 1.591 -0.797
C 0.075 2.261 -2.984
C -1.148 1.619 -3.349
C -0.847 0.412 -4.027
H -2.136 2.083 -3.272
C 0.587 0.267 -4.086
C 1.170 1.457 -3.525
H 2.227 1.737 -3.571
H 0.162 3.299 -2.634
H -1.553 -0.152 -4.634
H 1.132 -0.404 -4.757
S -0.982 1.103 0.553
C -0.412 0.651 2.050
N 0.022 0.343 3.129
```

## Properties
LUMO level ... 3.017 eV
Relative energy (zero: lowest compared OMol25 entry of this formula, charge and spin) ... 0.842 eV
Molar mass ... 250.7 g/mol
Kohn-Sham gap ... 7.35 eV
Total energy ... -43016.7003 eV
Total charge ... -1

Mulliken population analysis, charges in e, atoms 1 to 2: -1.051 0.358

=====

No. 5
Formula: C11H10BrF3W
Source: the OMol25 dataset
Level of theory: ωB97M-V with the def2-TZVPD basis set

Geometry as XYZ:
```
26
Properties=species:S:1:pos:R:3
C 2.036 0.789 -0.607
C 1.976 2.205 -0.793
C 2.271 2.832 0.469
H 1.939 2.699 -1.760
C 2.505 1.798 1.425
C 2.324 0.543 0.771
H 2.502 -0.434 1.217
H 2.039 0.074 -1.431
H 2.421 3.894 0.647
H 2.749 1.973 2.466
W 0.361 1.585 0.549
Br -1.017 0.078 -0.670
C -2.911 -2.929 0.437
C -1.813 -3.655 0.999
C -0.959 -4.065 -0.074
H -1.675 -3.886 2.049
C -1.529 -3.595 -1.298
C -2.734 -2.890 -0.983
H -3.419 -2.451 -1.697
H -3.753 -2.521 0.981
H -0.058 -4.661 0.020
H -1.143 -3.776 -2.294
F -0.315 4.613 1.055
C -0.386 3.719 -0.016
F -1.705 3.702 -0.413
F 0.293 4.357 -1.050
```

## Properties
LUMO level (alpha / beta) ... -0.826 / -1.797 eV
Relative energy (zero: lowest compared OMol25 entry of this formula, charge and spin) ... 2.230 eV
Molar mass ... 462.9 g/mol
Kohn-Sham gap (alpha / beta) ... 7.06 / 5.93 eV
Total energy ... -91585.2980 eV
Multiplicity ... 3
Total charge ... 0
⟨S²⟩ ... 2.04

Mulliken population analysis, charges in e, atoms 1 to 2: -0.590 -0.415

=====

No. 6
Formula: C11H10ClFN2
Source: the OMol25 dataset
Level of theory: ωB97M-V with the def2-TZVPD basis set

Geometry as XYZ:
```
25
Properties=species:S:1:pos:R:3
C -0.592 -1.575 -0.588
C -0.708 -0.634 0.599
C -2.089 -0.781 1.246
C -3.092 0.071 0.426
C -2.814 1.125 -0.340
C -1.409 1.550 -0.366
F -1.240 2.779 -0.921
C -0.480 0.783 0.096
C 1.068 1.283 0.095
C 2.027 0.666 -0.786
C 3.307 0.353 -1.246
C 3.830 -0.359 -0.118
Cl 5.354 -1.146 -0.075
N 3.099 -0.260 0.976
N 1.976 0.243 0.561
H -1.481 -1.483 -1.304
H -0.432 -2.629 -0.240
H 0.395 -1.397 -1.197
H 0.073 -0.953 1.386
H -1.972 -0.291 2.311
H -2.396 -1.785 1.321
H -4.045 -0.222 0.786
H -3.289 1.885 -0.798
H 1.048 2.358 0.429
H 3.861 0.420 -2.253
```

## Properties
LUMO level ... 0.650 eV
Relative energy (zero: lowest compared OMol25 entry of this formula, charge and spin) ... 5.311 eV
Molar mass ... 224.7 g/mol
Kohn-Sham gap ... 9.57 eV
Total energy ... -29783.0898 eV
Total charge ... 0
Structure (SMILES) ... C[C@@H]1CC=CC(F)=C1[C@@H]1c2cc(Cl)nn21

Mulliken population analysis, charges in e, atoms 1 to 2: -1.224 0.478

=====

No. 7
Formula: C11H10ClLuN6
Source: the OMol25 dataset
Level of theory: ωB97M-V with the def2-TZVPD basis set

Geometry as XYZ:
```
29
Properties=species:S:1:pos:R:3
Lu -1.411 -1.240 -1.002
N -1.411 -0.704 3.355
C -1.411 -1.681 2.419
N -1.411 -1.136 1.230
C -1.411 0.242 1.473
N -1.411 0.516 2.798
C -1.411 1.328 0.448
C -1.411 2.656 0.878
N -1.411 3.729 0.038
C -1.411 3.427 -1.276
C -1.411 2.122 -1.733
N -1.411 1.059 -0.897
H -1.411 -0.789 4.365
H -1.411 -2.736 2.649
H -1.411 2.912 1.934
H -1.411 4.268 -1.960
H -1.411 1.892 -2.792
Cl 3.714 -3.997 -0.717
C 2.919 -2.485 -0.873
C 3.650 -1.309 -0.995
C 2.973 -0.098 -1.121
C 1.586 -0.114 -1.119
N 0.848 -1.240 -1.002
C 1.534 -2.404 -0.882
H 4.736 -1.328 -0.993
H 3.514 0.838 -1.217
H 1.014 0.806 -1.214
H 0.917 -3.292 -0.790
H -3.421 -1.240 -1.002
```

## Properties
LUMO level ... -7.792 eV
Molar mass ... 436.7 g/mol
Kohn-Sham gap ... 7.82 eV
Total energy ... -66636.8251 eV
Total charge ... +2

Mulliken population analysis, charges in e, atoms 1 to 2: 0.986 0.126

=====

No. 8
Formula: C11H10ClNSeSm
Source: the OMol25 dataset
Level of theory: ωB97M-V with the def2-TZVPD basis set

Geometry as XYZ:
```
25
Properties=species:S:1:pos:R:3
C 0.919 -1.794 1.608
C 0.991 -2.003 0.206
C -0.357 -1.894 -0.292
H 1.886 -2.319 -0.368
C -1.257 -1.685 0.770
C -0.486 -1.675 1.943
H -0.845 -1.657 2.983
H 1.724 -1.817 2.387
H -0.637 -2.090 -1.312
H -2.357 -1.566 0.720
Sm 0.224 0.595 0.489
Cl 1.017 2.881 1.054
C 0.076 2.357 -1.728
C -1.155 1.714 -2.086
C -0.821 0.499 -2.759
H -2.146 2.151 -2.013
C 0.608 0.361 -2.774
C 1.171 1.489 -2.102
H 2.229 1.747 -2.053
H 0.167 3.393 -1.388
H -1.514 -0.130 -3.299
H 1.152 -0.382 -3.339
Se -0.667 0.502 5.954
C -0.133 0.588 4.268
N 0.211 0.737 3.131
```

## Properties
LUMO level (alpha / beta) ... 2.392 / 2.544 eV
Molar mass ... 421.0 g/mol
Kohn-Sham gap (alpha / beta) ... 6.87 / 7.04 eV
Total energy ... -108834.8169 eV
Multiplicity ... 6
Total charge ... -1
⟨S²⟩ ... 8.77

Mulliken population analysis, charges in e, atoms 1 to 2: -0.481 -0.568

=====

No. 9
Formula: C11H10FNO
Source: the OMol25 dataset
Level of theory: ωB97M-V with the def2-TZVPD basis set

Geometry as XYZ:
```
24
Properties=species:S:1:pos:R:3
C -2.465 1.389 -2.086
C -2.077 0.401 -1.471
C -1.658 -0.604 -0.508
N -1.985 -1.794 -1.067
O -2.171 -2.719 -0.323
C -0.060 -0.745 -0.556
C 0.666 -0.104 -1.584
C 2.083 -0.174 -1.486
C 2.681 -1.001 -0.586
C 1.969 -1.674 0.400
C 0.633 -1.511 0.451
C -2.222 -0.239 0.884
C -1.392 0.918 1.536
F -3.523 0.122 0.775
H -2.787 2.106 -2.703
H 0.136 0.601 -2.208
H 2.598 0.302 -2.317
H 3.786 -1.075 -0.578
H 2.480 -2.131 1.268
H 0.067 -2.270 1.048
H -2.171 -1.060 1.547
H -1.247 0.550 2.518
H -2.041 1.772 1.511
H -0.489 0.934 0.982
```

## Properties
LUMO level ... -0.237 eV
Relative energy (zero: lowest compared OMol25 entry of this formula, charge and spin) ... 3.410 eV
Molar mass ... 191.2 g/mol
Kohn-Sham gap ... 8.95 eV
Total energy ... -17818.4300 eV
Total charge ... 0
Structure (SMILES) ... C#C[C@@](N=O)(c1ccccc1)[C@@H](C)F

Mulliken population analysis, charges in e, atoms 1 to 2: -0.137 -1.902

=====

No. 10
Formula: C11H10N2O
Source: the OMol25 dataset
Level of theory: ωB97M-V with the def2-TZVPD basis set

Geometry as XYZ:
```
24
Properties=species:S:1:pos:R:3
C 1.883 -1.838 -0.334
C 3.124 -1.412 -0.106
C -3.727 -0.424 0.894
C -3.946 -0.375 -0.489
C 0.831 -1.003 -0.410
C 3.517 -0.098 0.069
C -2.459 0.026 1.149
C -2.708 -0.108 -1.025
C 1.222 0.339 -0.119
C 2.500 0.838 0.030
C 0.152 1.329 -0.032
N -0.064 2.490 -0.009
N -1.860 0.287 -0.095
O 2.632 2.194 0.257
H 1.728 -2.903 -0.713
H 3.904 -2.153 0.143
H -4.576 -0.801 1.532
H -4.835 -0.738 -0.998
H -0.300 -1.181 -0.557
H 4.527 0.145 0.127
H -1.794 0.143 1.969
H -2.446 0.034 -2.096
H -0.892 2.944 0.243
H 3.586 2.266 0.570
```

## Properties
LUMO level ... -0.448 eV
Relative energy (zero: lowest compared OMol25 entry of this formula, charge and spin) ... 4.210 eV
Molar mass ... 186.2 g/mol
Kohn-Sham gap ... 6.59 eV
Total energy ... -16592.3725 eV
Total charge ... 0

Mulliken population analysis, charges in e, atoms 1 to 2: -0.486 -0.404